Formula: C8H18
Source: the Open Molecules 2025 dataset
Level of theory: wB97M-V/def2-TZVPD

The geometry in XYZ format:
```
26
Properties=species:S:1:pos:R:3:lowdin_charge:R:1
C -0.145 1.566 -1.028 0.00
C 0.703 0.561 -1.278 -0.46
C 2.065 0.487 -0.642 -0.08
C 0.355 -0.567 -2.212 -0.08
H -1.134 1.604 -1.500 0.08
H 0.125 2.379 -0.345 0.08
H 2.236 1.349 0.024 0.08
H 2.846 0.484 -1.421 0.09
H 2.156 -0.439 -0.050 0.09
H 1.079 -0.605 -3.044 0.09
H 0.388 -1.528 -1.672 0.08
H -0.656 -0.433 -2.631 0.08
C 0.267 0.786 2.379 -0.10
C -1.698 -1.480 -0.122 -0.12
C -0.883 0.301 1.497 -0.29
C -0.548 -0.995 0.760 -0.29
H -0.003 1.722 2.898 0.08
H 1.164 0.971 1.764 0.05
H 0.511 0.022 3.136 0.08
H -1.942 -0.716 -0.879 0.06
H -2.595 -1.664 0.493 0.08
H -1.428 -2.415 -0.641 0.08
H -1.782 0.134 2.121 0.11
H -1.130 1.081 0.751 0.07
H 0.351 -0.828 0.136 0.04
H -0.301 -1.775 1.506 0.12
```

Properties
* orbital gap: 10.20 eV
* multiplicity: 1
* E_HOMO: -9.1 eV
* relative energy (zero: lowest compared OMol25 entry of this formula, charge and spin): 1.249 eV
* SMILES: C=C(C)C.CCCC
* E: -315.56736 a.u.


Formula: C8H18BN2O2
Source: the Open Molecules 2025 dataset
Level of theory: wB97M-V/def2-TZVPD

The geometry in XYZ format:
```
31
Properties=species:S:1:pos:R:3:mulliken_spin:R:1
B 2.705 0.490 -0.081 0.02
C 1.821 -2.069 0.595 0.72
C -1.805 -1.413 -1.048 0.01
C -1.568 -1.069 0.406 0.01
C -0.410 -1.394 -1.635 0.02
C -0.519 0.074 0.289 0.00
C -0.708 2.583 0.709 0.00
C -1.275 1.405 -0.026 0.01
C 1.737 -0.718 -0.575 0.19
N 1.050 -1.939 1.549 0.93
N 0.312 -0.371 -0.854 -0.01
O 2.294 1.699 -0.519 0.01
O 3.888 0.188 0.440 -0.01
H 2.304 -2.921 0.179 0.09
H -2.295 -2.315 -1.302 -0.01
H -2.362 -0.633 -1.437 0.00
H -2.486 -0.787 0.892 0.00
H -1.233 -2.029 0.853 0.00
H -0.017 -2.539 -1.281 -0.01
H -0.340 -1.371 -2.782 -0.01
H 0.157 0.157 1.087 0.01
H 0.316 2.474 0.510 0.00
H -0.799 2.554 1.831 0.00
H -1.189 3.469 0.321 0.00
H -1.256 1.696 -1.184 0.00
H -2.287 1.318 0.225 0.00
H 2.008 -1.108 -1.430 -0.02
H 1.064 -2.727 2.173 0.04
H 0.329 0.482 -1.488 0.01
H 3.047 2.395 -0.411 0.00
H 4.524 0.815 0.637 0.00
```

Properties
* orbital gap (spin up / spin down): 6.46 / 8.12 eV
* multiplicity: 3
* E_HOMO (spin up / spin down): -9.2 / -14.6 eV
* net charge: +1
* E: -600.07916 a.u.


Formula: C8H18BNO5P
Source: the Open Molecules 2025 dataset
Level of theory: wB97M-V/def2-TZVPD

The geometry in XYZ format:
```
34
Properties=species:S:1:pos:R:3:lowdin_charge:R:1
C -1.153 4.015 1.911 0.01
C -2.361 3.460 2.635 -0.57
O -2.832 4.044 3.590 0.04
O -2.933 2.357 2.193 -0.03
C -2.293 1.462 1.213 -0.18
B -0.955 0.652 1.706 -0.49
C 0.505 1.241 1.131 -0.27
P 0.581 1.474 -0.606 0.40
O 0.019 2.743 -1.141 -0.32
O -0.156 0.221 -1.309 -0.16
O 2.104 1.256 -1.131 -0.17
H -0.277 3.868 2.544 0.09
H -1.312 5.088 1.814 0.08
H -0.949 3.576 0.936 0.04
H -3.102 0.759 1.010 0.08
H -2.151 2.032 0.285 0.08
H -0.903 0.618 2.927 0.05
H -1.057 -0.504 1.300 0.04
H 1.272 0.507 1.398 0.05
H 0.806 2.201 1.564 0.05
H -0.639 0.621 -2.044 0.08
H 2.609 2.048 -0.917 0.07
C 2.134 -4.643 -2.245 -0.12
C 0.722 -4.242 -1.841 -0.26
C 0.546 -2.726 -1.717 -0.20
C 1.421 -2.151 -0.699 -0.24
N 2.109 -1.731 0.115 0.18
H 2.859 -4.321 -1.496 0.07
H 2.219 -5.725 -2.353 0.07
H 2.413 -4.187 -3.198 0.07
H 0.461 -4.708 -0.888 0.11
H 0.005 -4.607 -2.580 0.10
H -0.477 -2.464 -1.443 0.12
H 0.766 -2.232 -2.665 0.12
```

Properties
* orbital gap: 8.31 eV
* multiplicity: 1
* E_HOMO: -5.5 eV
* relative energy (zero: lowest compared OMol25 entry of this formula, charge and spin): 0.000 eV
* net charge: -1
* E: -1112.95444 a.u.


Formula: C8H18BrCl3NNbO2PS
Source: the Open Molecules 2025 dataset
Level of theory: wB97M-V/def2-TZVPD

The geometry in XYZ format:
```
36
Properties=species:S:1:pos:R:3:lowdin_charge:R:1
C 4.291 -0.106 1.496 -0.12
C 2.880 -0.809 1.958 -0.47
O 2.271 0.118 2.966 -0.23
C 1.874 -1.185 0.719 -0.36
Nb 0.177 0.374 0.424 1.40
C -1.366 2.090 0.374 -0.38
C -1.031 3.076 1.681 -0.31
N -0.609 4.399 1.537 -0.04
C -1.392 -1.230 0.032 -0.39
C -2.473 -1.200 1.265 -0.75
O -3.664 -0.601 1.008 -0.18
Br -2.136 -2.005 3.077 0.53
P 0.659 0.596 -2.070 0.01
S -0.889 0.298 -3.233 -0.09
H 4.129 0.719 0.663 0.08
H 4.760 0.444 2.425 0.08
H 4.983 -0.942 1.043 0.08
H 3.101 -1.806 2.562 0.14
H 2.585 1.048 2.756 0.06
H 2.539 -1.275 -0.250 0.03
H 1.391 -2.242 0.912 0.04
H 1.441 1.642 0.858 -0.08
H -0.228 0.212 2.216 -0.07
H -2.447 1.640 0.452 0.05
H -1.287 2.717 -0.622 0.04
H -1.170 2.571 2.737 0.09
H -0.558 4.604 0.498 0.01
H -0.850 -2.269 0.041 0.06
H -1.990 -1.118 -0.967 -0.03
H 1.134 1.947 -2.380 -0.09
H 1.700 -0.343 -2.480 -0.10
C -3.482 -2.355 -4.346 -1.52
Cl -2.892 -0.909 -5.183 0.45
Cl -3.783 -2.005 -2.635 0.55
Cl -4.952 -2.967 -5.123 0.49
H -2.712 -3.128 -4.409 0.02
```

Properties
* orbital gap: 5.88 eV
* multiplicity: 1
* E_HOMO: -5.0 eV
* net charge: -1
* E: -5271.64870 a.u.


Formula: C8H18ClNSi
Source: the Open Molecules 2025 dataset
Level of theory: wB97M-V/def2-TZVPD

The geometry in XYZ format:
```
29
Properties=species:S:1:pos:R:3:lowdin_charge:R:1
C 1.743 -2.356 1.507 -0.09
C 1.484 -1.067 1.349 -0.26
C -2.161 -0.069 1.124 -0.11
C -1.978 0.027 -1.514 -0.13
C -1.537 -2.076 -0.292 -0.13
C 0.994 2.552 0.610 -0.12
C 2.206 1.839 -1.432 -0.14
C -1.441 -0.542 -0.177 -0.53
N 1.159 1.526 -0.425 -0.33
Si 0.796 -0.123 -0.189 0.34
Cl 1.397 -1.105 -1.917 0.41
H 1.723 -2.903 2.415 0.04
H 1.689 -2.959 0.549 0.06
H 1.381 -0.570 2.327 0.05
H -1.897 -0.612 2.039 0.07
H -2.069 0.972 1.394 0.05
H -3.266 -0.103 0.951 0.09
H -1.052 0.230 -2.096 0.03
H -2.442 1.093 -1.541 0.10
H -2.762 -0.540 -1.979 0.06
H -0.701 -2.445 0.444 0.07
H -2.405 -2.458 0.206 0.07
H -1.256 -2.512 -1.218 0.05
H 0.401 2.158 1.398 0.05
H 2.031 2.724 1.066 0.10
H 0.659 3.553 0.357 0.08
H 2.261 1.057 -2.090 -0.04
H 1.893 2.763 -1.954 0.10
H 3.152 1.945 -0.912 0.08
```

Properties
* orbital gap: 9.17 eV
* multiplicity: 1
* E_HOMO: -8.4 eV
* relative energy (zero: lowest compared OMol25 entry of this formula, charge and spin): 0.084 eV
* SMILES: C=C[Si@](Cl)(N(C)C)C(C)(C)C
* E: -1120.03230 a.u.


Formula: C8H18CuN6OS
Source: the Open Molecules 2025 dataset
Level of theory: wB97M-V/def2-TZVPD

The geometry in XYZ format:
```
35
Properties=species:S:1:pos:R:3:lowdin_charge:R:1
Cu -10.139 -5.377 -6.611 0.17
C -13.682 -7.883 -3.654 0.00
C -13.680 -7.136 -4.925 -0.31
N -14.765 -6.914 -5.658 0.13
N -14.326 -6.183 -6.714 0.04
C -12.997 -5.925 -6.681 -0.66
S -11.955 -5.044 -7.732 0.70
N -12.597 -6.556 -5.542 -0.08
N -11.262 -6.554 -5.038 0.09
H -14.667 -8.272 -3.443 0.09
H -13.372 -7.217 -2.850 0.09
H -12.970 -8.708 -3.729 0.09
H -15.025 -5.918 -7.430 0.19
H -11.263 -6.106 -4.101 0.14
H -10.913 -7.523 -5.003 0.13
C -5.727 -7.663 -4.309 -0.03
N -6.938 -7.152 -4.970 -0.10
C -7.477 -7.993 -6.044 -0.02
C -7.633 -6.021 -4.704 -0.41
O -8.656 -5.765 -5.454 -0.15
N -7.334 -5.152 -3.723 -0.11
C -8.205 -4.010 -3.515 -0.02
C -6.224 -5.188 -2.802 -0.04
H -5.459 -8.578 -4.842 0.09
H -5.928 -7.924 -3.270 0.10
H -4.901 -6.951 -4.352 0.10
H -6.786 -8.827 -6.184 0.09
H -7.617 -7.429 -6.960 0.09
H -8.459 -8.379 -5.759 0.08
H -8.979 -4.020 -4.274 0.07
H -7.630 -3.078 -3.578 0.11
H -8.683 -4.065 -2.533 0.10
H -5.580 -6.031 -2.938 0.04
H -6.615 -5.203 -1.774 0.11
H -5.633 -4.277 -2.906 0.11
```

Properties
* orbital gap: 8.88 eV
* multiplicity: 1
* E_HOMO: -11.5 eV
* net charge: +1
* E: -2757.86703 a.u.


Number 4 is which compound? C8H18BrCl3NNbO2PS


Which value of multiplicity does entry 6 give? 1


What is the formula in the first record? C8H18


What is the E in the first record? -315.56736 a.u.